{
  "formula": "C12H18Cl13O2PSi2",
  "method": "ωB97M-V/def2-TZVPD",
  "energy_ev": -204659.4260,
  "orbital_gap_ev": 8.340,
  "homo_energy_ev": -8.2,
  "elements": ["O", "P", "Cl", "Si", "O", "Si", "C", "C", "C", "C", "C", "C", "C", "C", "H", "H", "H", "H", "H", "H", "H", "H", "H", "H", "H", "H", "H", "H", "C", "Cl", "Cl", "Cl", "H", "C", "Cl", "Cl", "Cl", "H", "C", "Cl", "Cl", "Cl", "H", "C", "Cl", "Cl", "Cl", "H"],
  "coordinates": [[-3.984, 4.101, 0.846], [-4.229, 4.855, -0.741], [-3.096, 6.678, -0.739], [-3.386, 3.453, -2.228], [-1.685, 3.136, -1.906], [-1.307, 1.405, -2.157], [-0.394, 0.832, -0.526], [0.768, -0.326, -0.830], [2.211, 0.520, -0.832], [2.715, 1.069, 0.640], [4.105, 1.949, 0.697], [4.886, 2.197, -0.735], [4.383, 1.645, -2.203], [2.984, 0.773, -2.261], [-4.760, 4.407, 1.412], [-4.082, 2.174, -2.176], [-3.437, 4.098, -3.562], [-0.408, 1.388, -3.336], [-2.520, 0.622, -2.379], [0.112, 1.826, -0.100], [-1.171, 0.475, 0.281], [0.612, -0.878, -1.852], [0.786, -1.173, 0.006], [2.043, 0.835, 1.593], [4.445, 2.370, 1.742], [5.876, 2.836, -0.688], [4.950, 1.828, -3.228], [2.495, 0.340, -3.249], [-5.821, 4.352, 4.414], [-6.075, 5.772, 5.443], [-6.676, 4.539, 2.873], [-4.091, 4.087, 4.137], [-6.226, 3.477, 4.928], [-0.959, -2.741, -4.028], [-0.684, -3.364, -2.392], [-2.224, -1.501, -4.017], [0.543, -2.091, -4.707], [-1.292, -3.568, -4.660], [0.170, -5.351, 1.070], [1.893, -5.545, 1.433], [-0.213, -3.650, 0.757], [-0.292, -6.357, -0.313], [-0.404, -5.679, 1.941], [4.722, -7.261, 4.272], [3.220, -7.602, 5.149], [4.458, -6.002, 3.053], [6.003, -6.778, 5.397], [5.038, -8.174, 3.762]],
  "atomic_forces_ev_per_a": [[-1.056, 1.509, -1.845], [-1.055, 0.635, 2.852], [-0.245, -1.435, -0.053], [4.034, 0.035, 0.309], [-2.359, -2.566, -0.981], [1.241, 2.260, 1.877], [0.286, 0.052, 0.573], [0.966, 0.936, 0.450], [1.808, 0.745, -0.020], [2.458, 1.018, -3.810], [-2.512, -2.087, -3.900], [-2.310, -1.387, -0.068], [-2.795, -1.126, 3.414], [1.482, 1.646, 4.403], [1.354, -0.482, -1.066], [-0.593, -0.021, 0.082], [-0.374, 0.030, 0.184], [-0.088, -0.219, 0.081], [-0.206, 0.066, -0.056], [-0.991, -2.280, -0.864], [1.476, 0.608, -1.598], [0.367, 1.235, 1.901], [0.051, 2.028, -1.740], [1.714, 0.590, -2.302], [-0.484, -0.859, -2.565], [-2.256, -1.485, -0.191], [-1.133, -0.250, 2.677], [1.275, 1.063, 2.311], [0.186, -0.040, 0.280], [-0.013, -0.230, -0.142], [-0.039, -0.024, 0.081], [-0.300, -0.001, 0.066], [0.112, 0.312, -0.213], [-0.035, -0.180, -0.042], [-0.108, 0.070, -0.397], [0.162, -0.323, -0.115], [-0.155, -0.077, 0.041], [0.131, 0.304, 0.204], [0.081, -0.069, 0.038], [-0.568, 0.009, -0.085], [-0.012, -0.204, 0.214], [0.003, 0.088, 0.188], [0.205, 0.122, -0.310], [0.044, -0.056, -0.021], [0.166, 0.001, -0.129], [0.351, -0.195, 0.271], [-0.148, -0.099, -0.165], [-0.118, 0.330, 0.181]],
  "lowdin_charge": [-0.50, 0.39, 0.06, 0.35, -0.53, 0.53, -0.30, -0.24, -0.15, -0.04, -0.07, -0.09, -0.07, -0.03, -0.08, -0.06, -0.04, -0.02, -0.09, 0.09, 0.08, 0.05, 0.07, 0.10, 0.08, 0.07, 0.09, 0.08, -1.51, 0.53, 0.56, 0.55, 0.02, -1.51, 0.50, 0.52, 0.52, 0.02, -1.51, 0.49, 0.51, 0.51, 0.02, -1.53, 0.51, 0.49, 0.52, 0.02]
}